{
  "formula": "C37H53N2O27S",
  "method": "ωB97M-V with the def2-TZVPD basis set",
  "elements": ["C", "C", "C", "C", "C", "C", "C", "C", "N", "C", "C", "S", "N", "H", "H", "H", "H", "H", "H", "H", "H", "H", "H", "H", "H", "H", "H", "H", "H", "H", "C", "C", "O", "C", "O", "O", "H", "H", "H", "H", "C", "C", "O", "C", "O", "O", "H", "H", "H", "H", "C", "C", "O", "C", "O", "O", "H", "H", "H", "H", "C", "C", "O", "C", "O", "O", "H", "H", "H", "H", "C", "C", "O", "C", "O", "O", "H", "H", "H", "H", "C", "C", "O", "C", "O", "O", "H", "H", "H", "H", "C", "C", "O", "C", "O", "O", "H", "H", "H", "H", "C", "C", "O", "C", "O", "O", "H", "H", "H", "H", "C", "C", "O", "C", "O", "O", "H", "H", "H", "H"],
  "coordinates": [[-0.078, -4.736, -0.272], [-1.284, -3.772, -0.122], [-0.899, -2.328, -0.601], [-1.931, -1.332, 0.016], [-3.272, -1.320, -0.739], [-4.310, -2.297, -0.228], [-4.620, -2.519, 1.107], [-5.634, -3.425, 1.430], [-5.997, -3.642, 2.798], [-6.334, -4.105, 0.417], [-5.978, -3.840, -0.874], [-6.889, -4.667, -2.181], [-5.002, -2.966, -1.168], [-0.454, -5.760, -0.171], [0.617, -4.518, 0.550], [0.371, -4.559, -1.256], [-1.570, -3.650, 0.931], [-2.143, -4.087, -0.740], [0.100, -2.075, -0.219], [-0.956, -2.241, -1.695], [-2.013, -1.473, 1.096], [-1.485, -0.331, -0.123], [-3.716, -0.315, -0.612], [-3.101, -1.430, -1.821], [-4.075, -1.986, 1.885], [-6.056, -2.719, 3.224], [-5.232, -4.150, 3.240], [-7.147, -4.796, 0.617], [-6.345, -5.903, -2.300], [-4.795, -2.823, -2.153], [1.132, -2.826, 4.514], [1.203, -1.490, 3.825], [0.083, -1.543, 2.928], [-0.797, -2.432, 3.432], [-1.908, -2.586, 3.011], [-0.273, -3.122, 4.461], [1.485, -2.790, 5.541], [1.679, -3.603, 3.978], [1.062, -0.653, 4.513], [2.132, -1.348, 3.282], [1.981, 3.567, 3.435], [2.663, 2.398, 2.775], [3.284, 1.732, 3.890], [2.597, 2.074, 5.007], [2.753, 1.560, 6.071], [1.715, 3.067, 4.754], [1.061, 3.855, 2.936], [2.629, 4.442, 3.513], [1.956, 1.710, 2.305], [3.398, 2.694, 2.047], [-9.215, -1.910, -4.540], [-7.750, -1.964, -4.183], [-7.180, -0.975, -5.036], [-8.170, -0.093, -5.363], [-7.990, 0.937, -5.922], [-9.381, -0.553, -4.960], [-9.863, -2.139, -3.698], [-9.467, -2.571, -5.367], [-7.563, -1.683, -3.140], [-7.310, -2.938, -4.372], [-1.900, -9.320, 0.613], [-1.391, -10.428, -0.276], [-1.164, -9.753, -1.515], [-0.976, -8.438, -1.243], [-0.600, -7.635, -2.033], [-1.274, -8.162, 0.056], [-1.617, -9.450, 1.655], [-2.984, -9.199, 0.552], [-0.446, -10.846, 0.076], [-2.110, -11.234, -0.399], [3.890, 7.254, 0.828], [4.882, 6.528, -0.038], [4.581, 5.150, 0.233], [3.306, 5.090, 0.660], [2.693, 4.071, 0.813], [2.802, 6.319, 0.898], [3.564, 8.198, 0.398], [4.268, 7.435, 1.835], [4.729, 6.718, -1.102], [5.909, 6.764, 0.220], [10.138, 7.282, 0.046], [10.530, 7.211, 1.501], [9.382, 7.758, 2.156], [8.324, 7.594, 1.328], [7.189, 7.790, 1.641], [8.713, 7.180, 0.105], [10.561, 6.473, -0.545], [10.403, 8.233, -0.415], [10.679, 6.186, 1.847], [11.420, 7.793, 1.727], [10.638, 12.093, -0.889], [9.281, 12.723, -0.696], [8.405, 11.767, -1.298], [9.029, 10.566, -1.281], [8.510, 9.532, -1.554], [10.331, 10.696, -0.908], [11.331, 12.327, -0.084], [11.096, 12.367, -1.842], [9.014, 12.830, 0.358], [9.192, 13.691, -1.183], [-13.188, -4.745, -7.516], [-11.951, -4.071, -8.057], [-11.341, -3.550, -6.873], [-11.780, -4.290, -5.824], [-11.335, -4.220, -4.722], [-12.787, -5.114, -6.193], [-13.477, -5.621, -8.092], [-14.041, -4.067, -7.449], [-11.262, -4.774, -8.529], [-12.179, -3.273, -8.760], [6.688, -1.237, 4.090], [5.341, -0.578, 4.246], [4.461, -1.507, 3.609], [5.061, -2.725, 3.636], [4.519, -3.741, 3.338], [6.348, -2.628, 4.048], [7.360, -1.025, 4.918], [7.182, -0.967, 3.154], [5.045, -0.473, 5.291], [5.290, 0.395, 3.768]],
  "mulliken_charge": [-0.90, 0.18, -0.76, -0.44, -1.05, 0.20, -0.33, 0.53, -0.64, -0.27, -0.31, -0.19, 0.16, 0.03, 0.29, 0.37, 0.10, 0.11, 0.33, 0.37, 0.25, 0.35, 0.37, 0.30, 0.22, 0.34, 0.33, 0.56, 0.22, 0.38, -0.35, 0.06, -0.30, 0.58, -0.54, -0.38, 0.33, 0.25, 0.05, 0.26, -0.29, -0.24, -0.25, 0.60, -0.55, -0.38, 0.37, 0.21, 0.17, 0.40, -0.08, 0.15, -0.38, 0.60, -0.51, -0.34, 0.31, 0.05, -0.02, 0.20, -0.33, -0.35, -0.35, 0.65, -0.49, -0.30, 0.31, 0.24, 0.26, 0.30, -0.31, 0.34, -0.32, 0.69, -0.63, -0.34, 0.33, 0.25, 0.27, -0.29, -0.01, -0.38, -0.37, 0.73, -0.57, -0.27, 0.32, -0.02, 0.27, 0.31, -0.32, -0.33, -0.32, 0.64, -0.51, -0.34, 0.30, 0.27, 0.25, 0.30, -0.34, -0.32, -0.29, 0.67, -0.49, -0.34, 0.30, 0.26, 0.26, 0.30, -0.40, -0.12, -0.16, 0.55, -0.53, -0.34, 0.34, 0.27, 0.22, 0.16],
  "mol_weight_g_mol": 989.88,
  "multiplicity": 1,
  "e_tot_ev": -108321.862,
  "total_charge": 1
}

=====

{
  "formula": "C2H8N2O",
  "method": "ωB97M-V with the def2-TZVPD basis set",
  "elements": ["C", "N", "H", "H", "H", "H", "N", "C", "O", "H", "H", "H", "H"],
  "coordinates": [[0.600, 1.908, 1.101], [1.133, 0.780, 0.960], [0.927, 2.570, 1.895], [0.061, 2.252, 0.222], [0.947, 0.016, 0.051], [1.541, 0.404, 1.813], [-1.573, -0.975, -0.464], [-0.362, -1.213, -1.258], [0.828, -1.098, -0.574], [-1.643, -1.729, 0.202], [-1.615, -0.043, -0.086], [-0.373, -2.236, -1.659], [-0.472, -0.636, -2.203]],
  "nbo_charge": [0.03, -0.55, 0.19, 0.19, 0.44, 0.39, -0.88, 0.09, -0.86, 0.36, 0.34, 0.14, 0.11],
  "mol_weight_g_mol": 76.10,
  "multiplicity": 1,
  "e_tot_ev": -7229.000
}

=====

{
  "formula": "C25H26N2O7",
  "method": "ωB97M-V with the def2-TZVPD basis set",
  "elements": ["O", "C", "C", "O", "C", "C", "C", "C", "C", "C", "C", "C", "O", "C", "O", "C", "C", "C", "C", "C", "C", "C", "H", "H", "H", "H", "H", "H", "H", "H", "H", "H", "H", "H", "C", "N", "C", "O", "C", "N", "C", "C", "O", "C", "C", "O", "H", "H", "H", "H", "H", "H", "H", "H", "H", "H", "H", "H", "H", "H"],
  "coordinates": [[-2.386, 1.800, -1.831], [-1.530, 1.175, -2.456], [-0.440, 0.562, -1.668], [-0.474, 0.726, -0.300], [0.601, -0.116, -2.292], [1.742, -0.641, -1.514], [3.053, -0.259, -1.844], [4.144, -0.731, -1.107], [3.938, -1.602, -0.035], [2.641, -2.001, 0.296], [1.549, -1.519, -0.435], [0.558, -0.260, -3.762], [1.419, -0.880, -4.387], [-0.559, 0.314, -4.545], [-0.553, 0.143, -5.913], [-1.575, 1.025, -3.921], [-2.682, 1.615, -4.694], [-2.881, 3.004, -4.708], [-3.944, 3.563, -5.427], [-4.823, 2.737, -6.132], [-4.633, 1.352, -6.124], [-3.564, 0.796, -5.412], [-1.228, 1.314, -0.087], [3.228, 0.415, -2.677], [5.151, -0.422, -1.373], [4.787, -1.974, 0.532], [2.492, -2.693, 1.117], [0.543, -1.831, -0.173], [0.247, -0.364, -6.160], [-2.209, 3.653, -4.155], [-4.089, 4.640, -5.429], [-5.652, 3.170, -6.684], [-5.312, 0.708, -6.674], [-3.420, -0.280, -5.415], [1.283, -3.453, 3.665], [2.247, -2.583, 4.340], [2.294, -1.244, 4.361], [3.150, -0.705, 5.050], [1.276, -0.404, 3.560], [-0.143, -0.709, 3.855], [-0.668, -0.911, 5.066], [-2.174, -1.019, 5.126], [-0.011, -1.034, 6.089], [1.561, 1.109, 3.670], [0.705, 1.937, 2.712], [1.309, 1.595, 4.964], [1.747, -4.417, 3.447], [0.937, -3.010, 2.731], [0.425, -3.617, 4.319], [2.928, -3.023, 4.940], [1.448, -0.664, 2.518], [-0.795, -0.613, 3.095], [-2.614, -0.101, 4.741], [-2.475, -1.155, 6.164], [-2.502, -1.869, 4.532], [2.609, 1.288, 3.427], [0.968, 2.989, 2.823], [0.915, 1.633, 1.688], [-0.354, 1.813, 2.934], [1.800, 1.028, 5.574]],
  "nbo_charge": [-0.53, 0.43, 0.38, -0.67, -0.23, 0.02, -0.20, -0.21, -0.20, -0.22, -0.22, 0.48, -0.52, 0.29, -0.64, -0.12, 0.01, -0.21, -0.21, -0.20, -0.21, -0.21, 0.51, 0.22, 0.22, 0.22, 0.21, 0.21, 0.51, 0.22, 0.22, 0.22, 0.22, 0.22, -0.41, -0.60, 0.69, -0.64, -0.16, -0.62, 0.68, -0.71, -0.63, 0.10, -0.63, -0.73, 0.21, 0.20, 0.20, 0.41, 0.23, 0.40, 0.22, 0.25, 0.22, 0.18, 0.23, 0.21, 0.20, 0.50],
  "mol_weight_g_mol": 466.49,
  "multiplicity": 1,
  "smiles": "O=C1C(O)=C(c2ccccc2)C(=O)C(O)=C1c1ccccc1.CNC(=O)[C@@H](NC(C)=O)[C@@H](C)O",
  "e_tot_ev": -43660.086
}

=====

{
  "formula": "C4H21N2O6",
  "method": "ωB97M-V with the def2-TZVPD basis set",
  "elements": ["N", "C", "C", "C", "O", "C", "N", "H", "H", "H", "H", "H", "H", "H", "H", "H", "H", "H", "H", "H", "O", "H", "H", "O", "H", "H", "O", "H", "H", "O", "H", "H", "O"],
  "coordinates": [[-1.710, -0.854, -0.230], [-1.351, 0.039, 0.937], [-1.749, 1.525, 0.832], [-0.586, 2.366, 0.212], [0.370, 2.746, 1.184], [-2.062, -0.685, 2.102], [-1.171, -1.350, 3.117], [-0.900, -1.481, -0.220], [-1.731, -0.273, -1.041], [-0.225, 0.024, 1.151], [-2.662, 1.471, 0.272], [-1.852, 1.827, 1.924], [-0.199, 1.624, -0.508], [-1.071, 3.300, -0.184], [-2.800, -0.026, 2.630], [-2.780, -1.412, 1.712], [-1.338, -2.338, 3.214], [-0.200, -1.187, 2.868], [3.288, 1.101, 0.364], [1.181, 2.291, 0.930], [2.873, 1.849, -0.069], [2.813, -2.194, -0.734], [3.927, -1.861, 0.376], [2.994, -1.957, 0.203], [2.191, 1.615, -0.736], [1.380, -0.287, -0.551], [1.147, 0.193, -1.339], [2.179, -1.791, -3.617], [1.386, -0.243, -2.273], [1.605, -1.702, -2.864], [-1.513, -0.626, -3.795], [-0.299, -1.096, -2.949], [-1.136, -0.608, -2.915]],
  "nbo_charge": [-0.85, -0.06, -0.44, -0.10, -0.75, -0.22, -0.86, 0.36, 0.39, 0.15, 0.20, 0.21, 0.23, 0.15, 0.16, 0.20, 0.35, 0.36, 0.48, 0.50, -1.01, 0.52, 0.46, -0.99, 0.52, 0.47, -1.07, 0.42, 0.54, -1.30, 0.45, 0.53, -0.99],
  "mol_weight_g_mol": 193.22,
  "multiplicity": 1,
  "e_tot_ev": -19753.948,
  "total_charge": -1
}